No. 1
ORCA calculation (ωB97M-V with the def2-TZVPD basis set) on C18H20ClN3O4S in the gas phase.

Summary:
* net charge: 0
* spin multiplicity: 1
* ΔE to the lowest compared entry with this formula, charge and spin: 138.9 kJ/mol
* E_HOMO: -8.51 eV
* SMILES: COc1ccc(S(=O)(=O)N2CCC[C@H](C(=O)Nc3cccnc3)C2)cc1Cl

Atoms and positions in Å:
C 2.51615 -0.96962 6.36056
O 1.94202 -1.89134 5.46101
C 1.39713 -1.43541 4.31623
C 1.35885 -0.10050 3.91903
C 0.77210 0.25692 2.71576
C 0.21927 -0.71234 1.90667
S -0.50192 -0.27283 0.33520
O -0.52330 1.15678 0.22424
O -1.73868 -0.98920 0.16418
N 0.61467 -0.95708 -0.70336
C 1.73625 -0.08354 -1.01525
C 2.53700 -0.65448 -2.17917
C 1.68799 -0.70080 -3.45697
C 0.20147 -0.92267 -3.12690
C -0.51890 0.44065 -3.08461
O -0.06812 1.39999 -3.67384
N -1.70172 0.44248 -2.42039
C -2.51351 1.54713 -2.14209
C -2.35007 2.80477 -2.71419
C -3.23903 3.80801 -2.36376
C -4.25462 3.52196 -1.46728
N -4.41491 2.32737 -0.91891
C -3.57008 1.37175 -1.24305
C 0.11106 -1.72284 -1.82598
C 0.24124 -2.04660 2.27212
C 0.82664 -2.40459 3.46904
Cl 0.87411 -4.05214 3.95565
H 3.35855 -0.43963 5.90664
H 1.77693 -0.24764 6.71901
H 2.87381 -1.56642 7.19763
H 1.78392 0.66646 4.54566
H 0.72929 1.28607 2.39757
H 1.37363 0.92153 -1.26297
H 2.35209 -0.00993 -0.11344
H 2.87791 -1.65542 -1.90825
H 3.41869 -0.03462 -2.34050
H 1.77119 0.24665 -3.99228
H 2.05437 -1.49320 -4.11019
H -0.27838 -1.48928 -3.93267
H -1.95853 -0.37035 -1.87588
H -1.54596 2.99033 -3.40645
H -3.13896 4.79616 -2.78615
H -4.97406 4.27282 -1.16865
H -3.72252 0.41577 -0.75806
H -0.90304 -2.03445 -1.57467
H 0.71567 -2.63156 -1.92805
H -0.20569 -2.78510 1.62775

---

No. 2
ORCA calculation (ωB97M-V with the def2-TZVPD basis set) on a gas-phase ion, C6H14N2 (charge +1) at a distorted geometry.

Summary:
* net charge: +1
* spin multiplicity: 2
* ΔE to the lowest compared entry with this formula, charge and spin: 149.8 kJ/mol
* E_HOMO (alpha / beta): -14.41 / -13.39 eV

Atoms and positions in Å:
N 1.37120 -0.60795 0.37506
C 2.35088 -0.23416 -0.69566
C 1.82684 1.10241 -1.15698
C 0.39767 0.77651 -1.50093
C 0.07669 -0.16343 -0.22149
C -0.91505 0.50927 0.84143
N -1.85406 -0.26868 1.60165
C -2.90825 -0.91506 0.75048
H 1.32314 -1.61998 0.44457
H 2.45485 -1.08997 -1.40140
H 3.35459 -0.01037 -0.30571
H 2.40345 1.41770 -2.01561
H 2.03543 1.73281 -0.28449
H 0.32101 0.15251 -2.40497
H -0.37107 1.55647 -1.48906
H -0.40674 -1.08396 -0.58535
H -1.46334 1.31437 0.29962
H -0.36851 1.08404 1.58189
H -1.30016 -0.96332 2.14898
H -3.86373 -0.73869 1.23061
H -2.66764 -1.93356 0.40200
H -2.98383 -0.13983 -0.06215

---

No. 3
ORCA calculation (ωB97M-V with the def2-TZVPD basis set) on 2 unconnected molecules or ions with the total composition C4H12 at a distorted geometry.

Summary:
* net charge: 0
* spin multiplicity: 1
* ΔE to the lowest compared entry with this formula, charge and spin: 124.3 kJ/mol
* E_HOMO: -11.35 eV
* SMILES: CC.CC

Atoms and positions in Å:
C 1.15249 1.65606 -0.39582
C 1.31019 0.67734 -1.56671
H 1.47634 1.24183 0.57938
H 1.87888 2.57692 -0.58109
H 0.05047 2.00667 -0.07355
H 2.16808 -0.08642 -1.45971
H 1.43239 1.33319 -2.31180
H 0.42337 0.10400 -1.59344
C -1.53422 -1.11313 1.62197
C -0.87788 -1.28901 0.27677
H -0.75371 -1.05729 2.34929
H -2.26818 -0.29630 1.54807
H -2.17752 -1.98065 1.73093
H -1.71428 -1.38510 -0.43921
H -0.14323 -2.09071 0.33725
H -0.42320 -0.29742 -0.02233

---

No. 4
ORCA calculation (ωB97M-V with the def2-TZVPD basis set) on a gas-phase ion, C9H16Cl2N (charge +1) at a distorted geometry.

Summary:
* net charge: +1
* spin multiplicity: 1
* ΔE to the lowest compared entry with this formula, charge and spin: 0.0 kJ/mol
* E_HOMO: -12.95 eV
* SMILES: C/[NH+]=C(/C)C[C@H](C)[C@H](Cl)/C=C\Cl

Atoms and positions in Å:
C 0.19052 -2.26812 1.28785
N 1.28918 -1.45179 0.74529
C 1.15497 -0.69542 -0.29600
C 2.22680 0.18783 -0.78889
C -0.02362 -0.65658 -1.16580
C -1.17256 -0.10930 -0.34513
C -2.47084 -0.09470 -1.34169
C -1.05354 1.29683 0.07816
Cl -0.70155 2.34848 -1.28937
C -0.11728 1.42005 1.24925
C 0.89913 2.23393 1.50578
Cl 1.61251 3.29523 0.46526
H -0.40749 -2.59395 0.40980
H 0.65295 -3.29697 1.73010
H -0.31307 -1.73297 1.98675
H 2.09714 -1.32159 1.30526
H 1.89057 1.21440 -0.93822
H 2.62103 -0.28701 -1.71615
H 3.10365 0.27626 -0.17412
H -0.32131 -1.68651 -1.49203
H -0.02332 0.01319 -1.99570
H -1.51953 -0.67674 0.48692
H -2.94240 -1.02930 -1.35076
H -2.21108 0.19998 -2.37248
H -3.11795 0.70163 -0.92313
H -2.16263 1.64988 0.32107
H -0.49233 0.88138 2.14596
H 1.31206 2.18188 2.47202

---

No. 5
ORCA calculation (ωB97M-V with the def2-TZVPD basis set) on C11H17N3 in the gas phase at a distorted geometry.

Summary:
* net charge: 0
* spin multiplicity: 1
* ΔE to the lowest compared entry with this formula, charge and spin: 297.7 kJ/mol
* E_HOMO: -9.02 eV
* SMILES: C[C@@]12CC[C@H]3C[C@]1(C#N)N(N)C[C@]32C

Atoms and positions in Å:
C -2.24674 -0.83114 0.04639
C -0.78287 -0.54938 -0.27018
C -0.05224 -1.79981 -0.76555
C 1.45447 -1.45288 -0.56395
C 1.39906 -0.00026 -0.16245
C 0.97142 0.75372 -1.46734
C -0.50443 0.75018 -1.26487
C -1.20113 0.68389 -2.61891
N -1.54529 0.55317 -3.68716
N -0.88508 1.88845 -0.41925
N -0.43138 3.18667 -0.77508
C -0.47154 1.48961 0.91641
C 0.15705 0.10592 0.74683
C 0.53088 -0.59832 2.05236
H -2.98156 -0.02127 0.08828
H -2.29999 -1.36666 0.94231
H -2.56892 -1.62171 -0.71321
H -0.25725 -1.85906 -1.86906
H -0.30817 -2.73883 -0.36566
H 2.08181 -2.14143 -0.01241
H 1.97830 -1.43407 -1.57299
H 2.28778 0.32933 0.43801
H 1.38680 1.72682 -1.42441
H 1.33099 0.15428 -2.34580
H -1.07843 3.50338 -1.46919
H 0.48334 3.29664 -1.30041
H -1.51428 1.39170 1.53340
H 0.11093 2.28255 1.45509
H 0.64261 -1.72303 1.71529
H -0.53868 -0.62917 2.57818
H 1.35184 -0.16441 2.54012

---

No. 6
ORCA calculation (ωB97M-V with the def2-TZVPD basis set) on a molecular structure, C17H16NO8PdS3.

Summary:
* net charge: -1
* spin multiplicity: 3
* ΔE to the lowest compared entry with this formula, charge and spin: 25.0 kJ/mol
* E_HOMO (alpha / beta): -5.41 / -5.44 eV

Atoms and positions in Å:
Pd -0.18817 0.52784 0.16176
S -1.91846 2.52967 -0.22234
C -2.81172 1.18653 0.33544
N -2.18147 0.14358 0.80756
C -3.01267 -0.90213 1.15858
C -2.60825 -2.12355 1.69188
C -3.58250 -3.05477 2.00445
C -4.93708 -2.78120 1.80092
C -5.34655 -1.56376 1.28308
C -4.37331 -0.62642 0.96276
S -4.54941 0.98377 0.30671
H -1.55091 -2.29554 1.85457
H -3.29170 -4.01293 2.41660
H -5.67903 -3.52916 2.05195
H -6.39668 -1.34913 1.12828
O -0.06966 -0.91383 -3.79824
C 0.11944 -0.27580 -2.77179
O -0.67174 -0.29748 -1.74651
C 1.37137 0.56997 -2.66177
C 2.56584 0.01622 -3.09229
C 3.78167 0.69131 -2.94841
C 3.73146 1.93491 -2.37606
O 4.76075 2.82429 -2.15192
C 4.18352 3.83727 -1.33633
O 2.77624 3.78173 -1.51406
C 2.53757 2.50706 -1.98111
C 1.33839 1.85686 -2.10978
H 2.53999 -0.97359 -3.52665
H 4.72059 0.25218 -3.25945
H 4.55143 4.81114 -1.65118
H 4.43104 3.64628 -0.28552
H 0.40855 2.33070 -1.82795
C 0.80991 -2.99149 -0.04576
S 1.61536 -1.76180 0.97336
O 2.00322 -0.70205 0.02629
O 2.70745 -2.40736 1.66167
O 0.53784 -1.25689 1.85843
H 1.55131 -3.41412 -0.72230
H 0.03105 -2.48507 -0.61310
H 0.39680 -3.77129 0.59240
C -0.01082 1.29117 3.23656
O 0.36124 1.93808 2.00763
H -0.92303 0.70695 3.12550
H -0.13983 2.03796 4.02276
H 0.79280 0.61053 3.49184
H -0.38185 2.47336 1.68154

---

No. 7
ORCA calculation (ωB97M-V with the def2-TZVPD basis set) on a molecular structure, C26H39B3F3N2O25PS2 at a distorted geometry.

Summary:
* net charge: 0
* spin multiplicity: 1
* E_HOMO: -9.42 eV

Atoms and positions in Å:
N -2.52452 2.28456 0.48223
P -1.67212 2.97430 -0.63213
O -2.19819 2.49027 -2.09388
O -1.82089 4.56550 -0.43138
B 0.10821 2.36755 -0.32301
O 0.78627 2.55762 0.87438
B 0.91067 1.25880 1.38642
N 0.59504 1.07242 2.79582
C -0.24618 0.24604 2.93186
S -1.32658 -0.82063 3.27879
O 1.29453 0.19022 0.54423
B 0.86731 0.37461 -0.74041
S 0.25956 -1.02746 -1.87364
O 1.33244 -1.62416 -2.62650
O -0.69791 -0.46069 -2.77637
C -0.67200 -2.36940 -0.96646
F -0.49377 -3.49926 -1.60737
F -0.30330 -2.45572 0.28183
F -1.95716 -2.12494 -1.02015
O 0.82362 1.62237 -1.28560
H -3.24183 1.67615 0.09939
H -2.80542 1.74369 -2.00618
H -1.45236 5.06284 -1.18575
C -1.10897 -4.41279 -5.94461
C -2.10419 -4.99464 -4.96996
C -1.47773 -5.67508 -3.78127
O -2.46884 -6.64551 -3.42967
C -3.15693 -6.94449 -4.56558
O -3.92178 -7.84432 -4.67208
O -2.84536 -6.07093 -5.56301
H -1.62770 -3.91147 -6.76240
H -0.45669 -3.68988 -5.45270
H -0.49864 -5.19838 -6.39279
H -2.81729 -4.22573 -4.65741
H -1.29839 -4.99071 -2.95737
H -0.54838 -6.19847 -4.02198
C -4.19612 3.51872 -7.12308
C -3.51477 4.63465 -6.36873
C -2.11902 4.30457 -5.90452
O -1.98408 5.13344 -4.74605
C -3.23359 5.33382 -4.24886
O -3.46273 5.81718 -3.18896
O -4.17880 4.90244 -5.12444
H -5.18640 3.83373 -7.45355
H -3.61511 3.22674 -7.99840
H -4.33980 2.64728 -6.48257
H -3.52892 5.55356 -6.96227
H -1.36060 4.55049 -6.64513
H -1.99907 3.26111 -5.60197
C 1.97790 -5.47314 5.64971
C 1.29084 -4.14041 5.47401
C 1.02440 -3.40712 6.76320
O -0.12778 -2.62582 6.43229
C -0.79028 -3.28695 5.44844
O -1.88190 -3.01109 5.07106
O -0.03710 -4.30393 4.95436
H 2.16566 -5.93389 4.67944
H 2.93006 -5.35684 6.16827
H 1.34767 -6.16500 6.21050
H 1.85242 -3.51710 4.77191
H 1.85214 -2.76653 7.06104
H 0.76868 -4.07106 7.59307
C -5.86377 1.57067 6.29089
C -4.45434 1.11333 6.00159
C -3.42081 1.65378 6.95625
O -2.24134 1.66654 6.14822
C -2.64364 1.79736 4.85399
O -1.91801 2.02359 3.94490
O -3.98860 1.62911 4.74664
H -6.56099 1.12076 5.58345
H -6.16607 1.29143 7.30087
H -5.95317 2.65218 6.17710
H -4.41537 0.02113 5.95199
H -3.28303 1.01860 7.82929
H -3.62904 2.67546 7.28545
C 4.36108 -1.99319 -2.44981
C 4.90574 -2.05086 -1.04407
C 4.55882 -0.85558 -0.19920
O 5.64768 -0.81109 0.72910
C 6.72110 -1.38481 0.11249
O 7.83198 -1.34520 0.52658
O 6.34286 -2.00556 -1.03663
H 4.61892 -2.90451 -2.99159
H 3.27499 -1.87940 -2.43887
H 4.79706 -1.16217 -3.00777
H 4.59448 -2.98001 -0.55646
H 3.61116 -0.97789 0.32472
H 4.53771 0.08313 -0.76037
C 4.97525 5.00522 1.65863
C 4.09015 4.23209 0.71166
C 4.58363 2.84352 0.40082
O 4.03975 2.61157 -0.90312
C 3.89282 3.83039 -1.49734
O 3.64247 3.99155 -2.64478
O 4.07301 4.83154 -0.59414
H 4.54591 5.98649 1.86245
H 5.09331 4.47512 2.60416
H 5.95928 5.17633 1.21954
H 3.06256 4.21403 1.08776
H 4.21552 2.10212 1.10892
H 5.67266 2.77215 0.34264

---

No. 8
ORCA calculation (ωB97M-V with the def2-TZVPD basis set) on C4H3NO2 in the gas phase at a distorted geometry.

Summary:
* net charge: 0
* spin multiplicity: 1
* ΔE to the lowest compared entry with this formula, charge and spin: 316.5 kJ/mol
* E_HOMO (alpha / beta): -8.99 / -8.99 eV

Atoms and positions in Å:
N 2.09959 0.07437 0.66570
C 1.12929 -0.00585 -0.16050
C -0.04841 -0.86962 0.10706
C -1.33851 -0.37246 0.23447
C -1.53664 0.95030 -0.02515
O -1.79629 2.03665 -0.26560
O 0.82463 0.43478 -1.32064
H 2.82338 0.68047 0.27402
H 0.06790 -1.95263 0.09800
H -2.22495 -0.97602 0.39264

---

Please write out number 6 again, unchanged.
ORCA calculation (ωB97M-V with the def2-TZVPD basis set) on a molecular structure, C17H16NO8PdS3.

Summary:
* net charge: -1
* spin multiplicity: 3
* ΔE to the lowest compared entry with this formula, charge and spin: 25.0 kJ/mol
* E_HOMO (alpha / beta): -5.41 / -5.44 eV

Atoms and positions in Å:
Pd -0.18817 0.52784 0.16176
S -1.91846 2.52967 -0.22234
C -2.81172 1.18653 0.33544
N -2.18147 0.14358 0.80756
C -3.01267 -0.90213 1.15858
C -2.60825 -2.12355 1.69188
C -3.58250 -3.05477 2.00445
C -4.93708 -2.78120 1.80092
C -5.34655 -1.56376 1.28308
C -4.37331 -0.62642 0.96276
S -4.54941 0.98377 0.30671
H -1.55091 -2.29554 1.85457
H -3.29170 -4.01293 2.41660
H -5.67903 -3.52916 2.05195
H -6.39668 -1.34913 1.12828
O -0.06966 -0.91383 -3.79824
C 0.11944 -0.27580 -2.77179
O -0.67174 -0.29748 -1.74651
C 1.37137 0.56997 -2.66177
C 2.56584 0.01622 -3.09229
C 3.78167 0.69131 -2.94841
C 3.73146 1.93491 -2.37606
O 4.76075 2.82429 -2.15192
C 4.18352 3.83727 -1.33633
O 2.77624 3.78173 -1.51406
C 2.53757 2.50706 -1.98111
C 1.33839 1.85686 -2.10978
H 2.53999 -0.97359 -3.52665
H 4.72059 0.25218 -3.25945
H 4.55143 4.81114 -1.65118
H 4.43104 3.64628 -0.28552
H 0.40855 2.33070 -1.82795
C 0.80991 -2.99149 -0.04576
S 1.61536 -1.76180 0.97336
O 2.00322 -0.70205 0.02629
O 2.70745 -2.40736 1.66167
O 0.53784 -1.25689 1.85843
H 1.55131 -3.41412 -0.72230
H 0.03105 -2.48507 -0.61310
H 0.39680 -3.77129 0.59240
C -0.01082 1.29117 3.23656
O 0.36124 1.93808 2.00763
H -0.92303 0.70695 3.12550
H -0.13983 2.03796 4.02276
H 0.79280 0.61053 3.49184
H -0.38185 2.47336 1.68154

---

Number 7 is which compound?
C26H39B3F3N2O25PS2